{
  "formula": "C38H104O34S14",
  "method": "the ωB97M-V functional and the def2-TZVPD basis",
  "energy_ha": -9642.780755,
  "orbital_gap_ev": 8.42,
  "multiplicity": 1,
  "elements": ["O", "S", "O", "O", "C", "C", "C", "H", "H", "H", "H", "H", "H", "H", "H", "O", "S", "O", "O", "C", "C", "C", "H", "H", "H", "H", "H", "H", "H", "H", "O", "S", "O", "O", "C", "C", "C", "H", "H", "H", "H", "H", "H", "H", "H", "O", "S", "O", "O", "C", "C", "C", "H", "H", "H", "H", "H", "H", "H", "H", "O", "S", "O", "O", "C", "C", "C", "H", "H", "H", "H", "H", "H", "H", "H", "O", "S", "O", "O", "C", "C", "C", "H", "H", "H", "H", "H", "H", "H", "H", "O", "S", "O", "O", "C", "C", "C", "H", "H", "H", "H", "H", "H", "H", "H", "O", "S", "O", "O", "C", "C", "C", "H", "H", "H", "H", "H", "H", "H", "H", "O", "S", "O", "O", "C", "C", "C", "H", "H", "H", "H", "H", "H", "H", "H", "O", "S", "O", "O", "C", "C", "C", "H", "H", "H", "H", "H", "H", "H", "H", "C", "S", "O", "C", "H", "H", "H", "H", "H", "H", "C", "S", "O", "C", "H", "H", "H", "H", "H", "H", "C", "S", "O", "C", "H", "H", "H", "H", "H", "H", "C", "S", "O", "C", "H", "H", "H", "H", "H", "H"],
  "positions_angstrom": [[-16.757, -25.578, 9.494], [-15.965, -26.683, 9.981], [-16.624, -27.934, 10.212], [-14.728, -26.937, 8.967], [-13.886, -25.845, 8.534], [-14.378, -25.290, 7.219], [-15.009, -26.130, 11.427], [-12.873, -26.235, 8.444], [-13.834, -25.052, 9.284], [-14.346, -26.025, 6.418], [-13.630, -24.502, 7.055], [-15.349, -24.803, 7.284], [-15.579, -26.271, 12.342], [-14.766, -25.076, 11.319], [-14.106, -26.735, 11.457], [-11.520, -27.764, 8.670], [-11.378, -28.024, 7.279], [-12.448, -27.652, 6.387], [-9.990, -27.302, 6.748], [-9.875, -27.090, 5.335], [-9.821, -25.593, 5.095], [-10.877, -29.780, 7.079], [-10.701, -27.560, 4.797], [-8.972, -27.601, 4.991], [-9.315, -25.351, 4.157], [-9.230, -25.079, 5.853], [-10.791, -25.097, 5.062], [-11.847, -30.273, 7.039], [-10.313, -29.938, 7.992], [-10.340, -29.971, 6.155], [-17.247, -23.260, 4.983], [-18.242, -22.617, 4.161], [-17.977, -22.186, 2.811], [-19.515, -23.634, 4.154], [-20.451, -23.547, 3.063], [-21.650, -24.347, 3.568], [-18.890, -21.226, 5.094], [-20.070, -24.032, 2.163], [-20.664, -22.513, 2.792], [-22.016, -24.046, 4.549], [-21.386, -25.403, 3.595], [-22.527, -24.256, 2.923], [-19.323, -21.691, 5.977], [-19.691, -20.886, 4.439], [-18.099, -20.512, 5.282], [-13.774, -17.731, 5.620], [-12.576, -17.314, 4.910], [-12.155, -15.932, 4.981], [-11.374, -18.294, 5.391], [-10.041, -17.942, 5.010], [-9.063, -18.300, 6.162], [-12.660, -17.833, 3.174], [-9.951, -16.886, 4.762], [-9.783, -18.557, 4.144], [-9.177, -17.461, 6.847], [-8.065, -18.513, 5.790], [-9.412, -19.217, 6.636], [-12.638, -18.923, 3.169], [-11.769, -17.476, 2.659], [-13.545, -17.460, 2.666], [-7.581, -20.235, 3.990], [-7.229, -21.626, 3.799], [-6.825, -22.144, 2.529], [-5.955, -21.943, 4.802], [-6.132, -21.586, 6.160], [-4.785, -21.543, 6.858], [-8.602, -22.568, 4.582], [-6.761, -22.343, 6.648], [-6.642, -20.644, 6.383], [-4.153, -20.743, 6.485], [-4.287, -22.510, 6.927], [-5.032, -21.382, 7.914], [-9.143, -23.045, 3.769], [-9.232, -21.873, 5.130], [-8.119, -23.246, 5.279], [-10.130, -18.632, 1.211], [-10.454, -20.028, 1.412], [-10.478, -20.675, 2.698], [-11.850, -20.260, 0.656], [-12.382, -21.606, 0.634], [-12.199, -22.213, -0.743], [-9.293, -21.020, 0.416], [-13.443, -21.590, 0.885], [-11.930, -22.204, 1.425], [-11.149, -22.282, -1.011], [-12.810, -21.674, -1.473], [-12.697, -23.179, -0.849], [-9.311, -20.648, -0.604], [-9.584, -22.055, 0.559], [-8.320, -20.860, 0.878], [-10.043, -23.943, 1.511], [-10.725, -25.131, 1.083], [-11.916, -25.533, 1.791], [-10.925, -25.114, -0.525], [-11.884, -26.061, -1.089], [-11.212, -26.590, -2.329], [-9.456, -26.436, 1.110], [-12.807, -25.507, -1.277], [-12.223, -26.801, -0.361], [-11.937, -27.018, -3.030], [-10.497, -27.404, -2.210], [-10.762, -25.790, -2.916], [-9.826, -27.357, 0.660], [-9.119, -26.635, 2.125], [-8.594, -26.116, 0.527], [-12.486, -28.670, 1.151], [-13.704, -28.960, 1.882], [-14.986, -28.745, 1.281], [-13.678, -30.486, 2.397], [-12.407, -31.058, 2.787], [-11.788, -31.722, 1.544], [-13.574, -27.998, 3.415], [-12.626, -31.794, 3.556], [-11.767, -30.262, 3.170], [-11.378, -30.973, 0.875], [-12.455, -32.416, 1.040], [-10.987, -32.354, 1.949], [-12.635, -28.237, 3.900], [-14.459, -28.257, 3.977], [-13.610, -26.998, 2.984], [-18.933, -17.850, 6.167], [-17.506, -17.838, 5.929], [-16.638, -18.735, 6.652], [-17.361, -18.124, 4.338], [-16.121, -18.546, 3.792], [-16.304, -19.215, 2.461], [-16.800, -16.183, 6.074], [-15.643, -19.288, 4.443], [-15.412, -17.714, 3.743], [-16.547, -18.492, 1.673], [-17.204, -19.836, 2.459], [-15.448, -19.826, 2.186], [-17.549, -15.553, 5.595], [-15.848, -16.154, 5.552], [-16.734, -15.905, 7.121], [-10.169, -22.982, 7.248], [-9.258, -22.991, 8.375], [-8.162, -23.923, 8.356], [-8.731, -21.460, 8.418], [-7.621, -21.167, 9.306], [-7.759, -19.737, 9.725], [-10.164, -23.104, 9.909], [-6.702, -21.506, 8.826], [-7.689, -21.828, 10.177], [-8.044, -19.099, 8.886], [-6.880, -19.292, 10.190], [-8.565, -19.607, 10.451], [-10.706, -24.047, 9.909], [-10.838, -22.248, 9.905], [-9.384, -23.087, 10.666], [-12.368, -23.224, 4.118], [-14.099, -22.615, 4.102], [-14.076, -21.224, 3.553], [-14.722, -23.844, 2.920], [-12.389, -24.285, 3.885], [-12.031, -23.094, 5.151], [-11.696, -22.588, 3.541], [-14.708, -24.854, 3.332], [-14.131, -23.785, 2.003], [-15.757, -23.654, 2.638], [-17.552, -23.279, -0.074], [-15.958, -22.685, -0.655], [-15.038, -23.855, -0.888], [-16.447, -22.086, -2.317], [-17.423, -23.543, 0.967], [-18.008, -24.062, -0.684], [-18.191, -22.416, -0.283], [-16.836, -22.967, -2.828], [-15.762, -21.515, -2.933], [-17.291, -21.434, -2.069], [-12.081, -20.423, 7.246], [-13.021, -21.465, 8.405], [-12.883, -20.769, 9.724], [-14.696, -21.080, 7.782], [-11.015, -20.435, 7.444], [-12.499, -19.428, 7.371], [-12.264, -20.818, 6.245], [-14.767, -19.998, 7.665], [-15.476, -21.297, 8.511], [-14.897, -21.635, 6.866], [-18.016, -26.735, 6.150], [-16.873, -27.362, 4.884], [-16.826, -28.856, 5.041], [-17.688, -26.961, 3.304], [-18.901, -27.376, 6.100], [-18.251, -25.687, 5.982], [-17.583, -26.977, 7.118], [-17.633, -25.876, 3.209], [-18.729, -27.284, 3.239], [-17.154, -27.496, 2.519]]
}